No. 1
The following is a quantum chemistry calculation of 3 unconnected molecules or ions with the total composition C16H34IN4O5S2, from the Open Molecules 2025 dataset.

Results
- LUMO energy: -3.1 eV
- DFT total energy: -2319.104484 hartree

ORCA input file:
```
! wB97M-V def2-TZVPD RIJCOSX def2/J DEFGRID3
* xyz 1 1
C -2.07 0.71 1.27
C -1.94 -0.74 1.76
C -0.66 -1.37 1.25
I -0.88 -2.06 -0.78
N -0.17 -2.47 2.11
C 1.22 -2.50 2.13
N 1.82 -1.81 3.09
N 1.88 -3.22 1.24
C 3.30 -3.05 0.96
C 3.50 -1.79 0.12
O 3.04 -0.76 0.56
N 4.21 -1.95 -1.06
C 5.07 -0.79 -1.38
C 3.29 -2.28 -2.17
H -3.11 1.01 1.17
H -1.57 0.84 0.31
H -1.57 1.40 1.96
H -1.90 -0.78 2.85
H -2.80 -1.31 1.42
H 0.13 -0.62 1.19
H -0.54 -3.37 1.82
H 1.33 -1.71 3.97
H 2.69 -1.33 2.94
H 1.30 -3.39 0.41
H 3.83 -2.90 1.90
H 3.71 -3.95 0.50
H 6.02 -0.89 -0.87
H 4.59 0.16 -1.12
H 5.25 -0.78 -2.45
H 2.62 -3.10 -1.86
H 2.69 -1.42 -2.46
H 3.87 -2.62 -3.02
C 0.29 1.41 -6.49
C -0.58 0.21 -6.12
C 0.28 -1.05 -6.31
S 1.98 -0.53 -6.03
O 2.72 -0.68 -7.26
O 2.49 -1.12 -4.81
C 1.62 1.21 -5.78
H -0.18 2.35 -6.20
H 0.45 1.44 -7.57
H -0.90 0.29 -5.08
H -1.48 0.15 -6.74
H 0.05 -1.84 -5.60
H 0.23 -1.44 -7.32
H 2.44 1.79 -6.18
H 1.53 1.37 -4.71
C -3.00 3.02 5.87
C -4.50 3.17 6.14
C -5.15 3.64 4.84
S -4.14 3.00 3.50
O -3.54 4.11 2.79
O -4.84 1.98 2.77
C -2.89 2.25 4.55
H -2.49 2.49 6.67
H -2.54 4.00 5.76
H -4.92 2.21 6.44
H -4.69 3.87 6.95
H -6.16 3.27 4.70
H -5.15 4.73 4.75
H -1.92 2.35 4.06
H -3.16 1.20 4.67
*
```

---

No. 2
The following is a quantum chemistry calculation of a molecular structure, C16H35AlF3INO10P2, from the Open Molecules 2025 dataset.

Results
- LUMO energy: 0.5 eV
- DFT total energy: -2960.320051 hartree

ORCA input file:
```
! wB97M-V def2-TZVPD RIJCOSX def2/J DEFGRID3
* xyz -1 1
O 1.11 -3.13 -2.85
C 1.01 -2.37 -3.84
F 1.05 -2.86 -5.18
N 0.90 -0.94 -3.59
C -0.09 -0.29 -4.46
O -1.19 0.04 -3.93
F 0.11 -0.02 -5.85
Al 2.60 -0.02 -3.58
I 4.33 -1.75 -2.57
C 3.34 0.44 -5.44
C 3.70 -0.93 -6.26
F 5.14 -0.93 -6.53
H 2.51 1.29 -2.66
H 2.69 1.16 -6.05
H 4.36 0.96 -5.29
H 3.39 -1.85 -5.65
H 3.14 -0.93 -7.25
O 0.78 -3.07 3.57
P 2.26 -3.05 3.20
O 2.58 -1.55 3.82
C 2.49 -1.35 5.22
C 3.64 -2.01 5.96
O 2.07 -2.61 1.61
C 0.84 -2.84 0.94
C -0.08 -1.64 1.04
O 3.94 -3.13 2.82
C 4.71 -4.19 3.37
C 4.00 -5.53 3.37
H 1.52 -1.71 5.60
H 2.52 -0.27 5.40
H 3.54 -3.10 5.91
H 3.64 -1.72 7.01
H 4.59 -1.74 5.51
H 0.36 -3.75 1.31
H 1.08 -3.02 -0.11
H -0.18 -1.28 2.07
H -1.08 -1.88 0.67
H 0.32 -0.80 0.46
H 5.03 -3.92 4.38
H 5.62 -4.27 2.76
H 3.11 -5.50 4.01
H 4.66 -6.31 3.74
H 3.67 -5.79 2.36
O -5.42 2.37 0.01
P -4.25 3.36 -0.05
O -3.07 2.25 -0.38
C -3.10 1.57 -1.63
C -2.71 2.48 -2.77
O -4.01 3.47 1.59
C -5.05 3.14 2.50
C -4.97 1.68 2.92
O -3.03 4.57 -0.16
C -3.18 5.60 -1.12
C -4.60 6.13 -1.23
H -4.08 1.12 -1.80
H -2.38 0.75 -1.56
H -3.49 3.23 -2.95
H -2.58 1.91 -3.69
H -1.78 3.01 -2.55
H -6.03 3.38 2.07
H -4.93 3.77 3.38
H -4.87 1.01 2.06
H -5.85 1.39 3.48
H -4.09 1.52 3.54
H -2.83 5.25 -2.09
H -2.53 6.42 -0.81
H -5.29 5.35 -1.59
H -4.65 6.96 -1.93
H -4.97 6.46 -0.26
*
```

---

No. 3
The following is a quantum chemistry calculation of a molecular structure, C16H35B3IO16P, from the Open Molecules 2025 dataset.

Results
- LUMO energy: -0.5 eV
- DFT total energy: -2548.394772 hartree

ORCA input file:
```
! wB97M-V def2-TZVPD RIJCOSX def2/J DEFGRID3
* xyz 0 1
O -2.87 0.22 4.88
P -4.17 0.50 3.86
I -4.32 2.95 3.51
B -5.82 0.14 4.81
O -6.30 -1.17 4.99
B -7.43 -1.25 4.13
O -8.41 -0.27 4.29
B -7.87 1.01 4.54
O -6.67 1.17 5.28
H -2.59 -0.69 4.80
H -7.47 -2.10 3.30
H -8.41 1.97 4.10
C -0.22 -4.88 0.06
C -1.61 -4.28 0.05
O -1.80 -3.35 1.12
C -1.27 -2.15 0.94
O -0.67 -1.77 -0.02
O -1.53 -1.42 2.03
C -0.95 -0.11 2.01
H 0.00 -5.32 1.03
H -0.13 -5.65 -0.71
H 0.53 -4.12 -0.14
H -2.35 -5.07 0.20
H -1.84 -3.80 -0.91
H -1.23 0.43 1.11
H 0.13 -0.18 2.10
H -1.34 0.42 2.87
C 4.21 -3.46 -5.10
C 5.09 -3.82 -3.93
O 4.94 -2.88 -2.86
C 3.85 -3.04 -2.11
O 3.01 -3.89 -2.25
O 3.83 -2.08 -1.19
C 2.66 -2.09 -0.38
H 4.38 -2.43 -5.41
H 4.40 -4.12 -5.95
H 3.15 -3.54 -4.84
H 6.14 -3.77 -4.22
H 4.90 -4.83 -3.58
H 2.49 -3.07 0.06
H 1.79 -1.78 -0.97
H 2.82 -1.36 0.42
C 2.23 5.48 3.14
C 2.12 4.20 3.95
O 1.40 4.41 5.16
C 0.07 4.45 5.02
O -0.54 4.31 4.00
O -0.45 4.67 6.23
C -1.88 4.81 6.21
H 2.64 6.28 3.74
H 2.86 5.33 2.26
H 1.25 5.81 2.79
H 3.12 3.88 4.25
H 1.67 3.40 3.37
H -2.35 3.97 5.71
H -2.16 5.74 5.72
H -2.21 4.84 7.25
C 2.84 0.51 -4.22
C 3.19 0.77 -5.67
O 2.18 0.27 -6.55
C 1.09 1.03 -6.66
O 0.91 2.08 -6.11
O 0.24 0.43 -7.48
C -1.00 1.11 -7.63
H 2.63 -0.55 -4.06
H 3.66 0.80 -3.57
H 1.95 1.06 -3.92
H 4.10 0.24 -5.93
H 3.36 1.83 -5.86
H -0.85 2.15 -7.91
H -1.58 1.04 -6.71
H -1.55 0.60 -8.43
*
```

---

No. 4
The following is a quantum chemistry calculation of a molecular structure, C16H35BCl2F4GeN4O3STl, from the Open Molecules 2025 dataset.

Results
- Relative energy (zero: lowest compared OMol25 entry of this formula, charge and spin): 5.9 kcal per mole
- LUMO energy (alpha / beta): 0.3 / -2.2 eV
- DFT total energy: -5067.991256 hartree

ORCA input file:
```
! wB97M-V def2-TZVPD RIJCOSX def2/J DEFGRID3
* xyz 0 2
Tl -0.11 -0.91 -0.76
C 1.89 -3.12 1.53
C 2.60 -1.81 1.86
C 2.03 -1.21 3.13
C 4.10 -2.02 1.96
O 2.33 -0.94 0.74
Ge 2.56 0.82 0.66
O 2.13 1.05 -1.04
C 2.99 1.06 -2.20
C 3.47 -0.36 -2.47
C 4.17 1.99 -1.94
C 2.14 1.58 -3.34
O 1.04 1.41 1.37
C 0.86 2.60 2.15
C -0.52 2.48 2.78
C 1.92 2.70 3.24
C 0.93 3.81 1.22
H 2.11 -3.86 2.29
H 2.23 -3.49 0.56
H 0.81 -2.97 1.49
H 2.12 -1.92 3.96
H 0.97 -0.96 3.00
H 2.58 -0.30 3.41
H 4.34 -2.72 2.76
H 4.60 -1.07 2.18
H 4.49 -2.42 1.02
H 4.03 -0.75 -1.62
H 4.11 -0.38 -3.35
H 2.62 -1.02 -2.64
H 4.82 1.60 -1.15
H 3.81 2.98 -1.64
H 4.78 2.10 -2.84
H 1.25 0.95 -3.48
H 2.71 1.59 -4.27
H 1.80 2.60 -3.13
H -0.66 1.49 3.22
H -1.31 2.62 2.04
H -0.65 3.23 3.56
H 1.87 1.84 3.90
H 1.78 3.61 3.83
H 2.93 2.75 2.80
H 0.27 3.67 0.37
H 1.95 3.95 0.83
H 0.64 4.72 1.75
C -3.59 3.53 0.33
C -3.37 2.92 -1.01
N -3.94 3.26 -2.12
N -3.41 2.39 -3.04
C -2.53 1.50 -2.53
S -1.70 0.29 -3.32
N -2.50 1.87 -1.22
N -1.76 1.19 -0.26
H -4.33 4.32 0.24
H -2.66 3.94 0.72
H -3.94 2.77 1.03
H -3.70 2.43 -4.00
H -1.07 1.80 0.16
H -2.37 0.79 0.46
Cl -2.35 -4.18 -3.12
C -1.69 -4.64 -1.55
Cl -2.19 -3.55 -0.26
H -0.61 -4.60 -1.62
H -2.03 -5.63 -1.30
F -3.17 -2.02 2.40
B -2.43 -0.85 2.46
F -1.30 -0.97 1.56
F -1.95 -0.58 3.73
F -3.19 0.26 1.97
*
```

---

No. 5
The following is a quantum chemistry calculation of a molecular structure, C16H35FIN12O11P, from the Open Molecules 2025 dataset.

Results
- LUMO energy: 0.0 eV
- DFT total energy: -2854.666301 hartree

ORCA input file:
```
! wB97M-V def2-TZVPD RIJCOSX def2/J DEFGRID3
* xyz 0 1
O -0.61 -0.34 -1.85
C -0.16 0.76 -1.97
O -0.93 1.89 -1.89
C -2.18 1.88 -2.56
I -2.05 1.14 -4.60
C -2.62 3.38 -2.63
C -1.54 4.35 -2.19
F -1.40 4.34 -0.81
P -3.54 1.03 -1.66
O -4.82 1.50 -2.19
O -3.42 -0.54 -1.82
O -3.42 1.44 -0.12
C 1.29 1.01 -2.17
C 1.95 2.04 -1.52
C 3.31 2.19 -1.70
C 3.99 1.31 -2.53
C 3.33 0.30 -3.20
C 1.96 0.14 -3.02
H -2.91 3.64 -3.64
H -3.49 3.57 -2.01
H -0.58 4.20 -2.68
H -1.88 5.35 -2.45
H -4.29 -0.94 -1.66
H -2.62 1.06 0.28
H 1.35 2.68 -0.88
H 3.82 2.98 -1.17
H 5.06 1.43 -2.64
H 3.86 -0.39 -3.83
H 1.46 -0.67 -3.52
C -6.51 -2.32 -0.37
O -6.12 -2.39 -1.53
N -7.17 -1.22 0.10
N -6.30 -3.32 0.54
H -7.50 -1.14 1.04
H -7.33 -0.47 -0.54
H -5.81 -4.13 0.22
H -6.61 -3.27 1.49
C 4.50 -1.08 0.40
O 5.16 -0.11 0.08
N 5.00 -2.09 1.18
N 3.21 -1.25 0.00
H 4.48 -2.90 1.45
H 5.95 -1.99 1.48
H 2.81 -0.54 -0.58
H 2.65 -2.05 0.24
C -3.53 -5.50 -3.69
O -2.66 -5.96 -4.39
N -4.47 -6.29 -3.07
N -3.66 -4.16 -3.45
H -5.21 -5.93 -2.49
H -4.41 -7.28 -3.22
H -3.00 -3.55 -3.89
H -4.38 -3.76 -2.87
C 5.40 -5.60 2.94
O 4.86 -5.13 1.95
N 4.80 -5.61 4.17
N 6.64 -6.16 2.89
H 5.22 -6.00 4.99
H 3.88 -5.21 4.23
H 7.11 -6.17 2.01
H 7.10 -6.56 3.69
C 0.64 2.51 2.43
O 1.29 3.49 2.10
N 1.15 1.52 3.21
N -0.66 2.33 2.03
H 0.63 0.71 3.49
H 2.10 1.63 3.52
H -1.07 3.05 1.45
H -1.21 1.54 2.30
C 1.29 6.29 4.78
O 0.18 5.93 5.13
N 2.03 5.61 3.86
N 1.88 7.43 5.29
H 2.95 5.90 3.57
H 1.63 4.77 3.46
H 1.35 7.95 5.96
H 2.78 7.75 5.02
*
```

---

No. 6
The following is a quantum chemistry calculation of 2 unconnected molecules or ions with the total composition C16H35N2S, from the Open Molecules 2025 dataset.

Results
- LUMO energy: -2.8 eV
- DFT total energy: -1138.037636 hartree

ORCA input file:
```
! wB97M-V def2-TZVPD RIJCOSX def2/J DEFGRID3
* xyz 1 1
C 0.08 3.08 -0.56
C 0.03 2.27 -1.86
C -0.90 1.06 -1.84
C -2.38 1.42 -1.56
C -2.86 0.95 -0.19
C -3.00 -0.58 -0.06
C -1.91 -1.32 0.73
C -1.52 -0.63 2.05
C -0.13 0.05 1.94
C 0.19 0.81 3.22
C 1.57 1.46 3.37
S 3.00 0.76 2.55
N 2.90 1.16 0.94
C 3.74 0.23 0.10
C 2.93 -0.66 -0.82
C 3.76 -1.87 -1.26
H 0.74 3.94 -0.68
H 0.48 2.50 0.27
H -0.91 3.45 -0.28
H 1.05 1.92 -2.04
H -0.23 2.93 -2.68
H -0.86 0.61 -2.83
H -0.56 0.30 -1.14
H -3.02 1.03 -2.35
H -2.45 2.51 -1.56
H -2.22 1.38 0.58
H -3.85 1.38 -0.02
H -3.98 -0.85 0.32
H -2.97 -0.98 -1.08
H -2.30 -2.31 0.98
H -1.03 -1.51 0.11
H -1.46 -1.33 2.87
H -2.24 0.16 2.27
H 0.58 -0.74 1.72
H -0.18 0.75 1.10
H -0.01 0.18 4.08
H -0.52 1.64 3.26
H 1.58 2.51 3.06
H 1.89 1.43 4.41
H 2.73 -0.57 2.58
H 1.93 1.13 0.64
H 4.42 0.86 -0.47
H 4.38 -0.37 0.76
H 2.58 -0.09 -1.68
H 2.05 -1.02 -0.29
H 3.63 -2.70 -0.56
H 4.82 -1.64 -1.34
H 3.43 -2.23 -2.24
C -2.35 -4.15 -2.33
C -1.53 -2.97 -2.57
N -0.88 -2.04 -2.76
H -1.85 -4.81 -1.63
H -3.31 -3.85 -1.93
H -2.51 -4.68 -3.27
*
```

---

No. 7
The following is a quantum chemistry calculation of a molecular structure, C16H36AlN2O22S5, from the Open Molecules 2025 dataset.

Results
- LUMO energy: 1.9 eV
- DFT total energy: -4629.110400 hartree

ORCA input file:
```
! wB97M-V def2-TZVPD RIJCOSX def2/J DEFGRID3
* xyz -1 1
C 4.50 0.16 5.01
C 3.61 1.22 4.25
O 4.12 2.28 3.97
O 2.30 0.88 3.91
C 2.42 0.17 2.61
Al 1.74 1.18 0.94
C 1.24 3.14 1.25
N 1.69 3.65 2.59
C 3.17 0.92 -0.54
C 3.77 2.29 -1.08
N 4.73 2.92 -0.15
H 3.89 -0.68 5.46
H 5.23 -0.25 4.24
H 5.12 0.66 5.80
H 3.53 -0.06 2.44
H 1.88 -0.82 2.72
H 0.37 0.41 0.47
H 0.10 3.24 1.23
H 1.59 3.83 0.40
H 2.47 4.29 2.47
H 0.93 4.05 3.13
H 3.97 0.17 -0.25
H 2.59 0.47 -1.42
H 2.89 2.99 -1.21
H 4.18 2.11 -2.12
H 5.56 2.34 0.01
H 5.02 3.84 -0.52
C 4.74 -4.05 -2.28
C 4.22 -4.79 -1.06
O 4.47 -3.92 0.04
S 4.34 -2.38 -0.47
O 3.05 -1.92 -0.15
O 5.53 -1.69 -0.11
O 4.39 -2.69 -2.06
H 5.83 -4.12 -2.36
H 4.29 -4.42 -3.20
H 4.73 -5.75 -0.91
H 3.15 -4.96 -1.12
C 0.52 6.50 -3.63
C 1.00 6.35 -2.20
O 0.42 5.13 -1.74
S 0.29 4.10 -2.98
O 1.40 3.22 -2.96
O -1.06 3.65 -3.05
O 0.53 5.18 -4.17
H -0.50 6.88 -3.67
H 1.17 7.16 -4.21
H 0.70 7.18 -1.57
H 2.09 6.24 -2.15
C -2.90 -1.56 -2.24
C -2.95 -0.13 -2.77
O -2.79 0.70 -1.63
S -1.83 -0.07 -0.54
O -0.49 0.41 -0.69
O -2.51 -0.10 0.71
O -1.92 -1.55 -1.21
H -3.86 -1.84 -1.79
H -2.64 -2.28 -3.01
H -3.88 0.09 -3.28
H -2.11 0.06 -3.45
C -5.77 -0.60 1.42
C -5.83 -0.12 -0.01
O -6.88 -0.88 -0.61
S -8.00 -1.21 0.51
O -9.05 -0.25 0.38
O -8.24 -2.61 0.51
O -7.13 -0.82 1.81
H -5.23 -1.55 1.50
H -5.30 0.12 2.08
H -4.90 -0.27 -0.54
H -6.11 0.94 -0.06
C -4.41 -5.35 1.13
C -3.54 -4.97 2.32
O -2.24 -4.74 1.77
S -2.40 -4.15 0.27
O -2.29 -2.73 0.33
O -1.62 -4.95 -0.61
O -3.96 -4.52 0.06
H -4.25 -6.39 0.84
H -5.47 -5.18 1.33
H -3.51 -5.76 3.08
H -3.88 -4.04 2.78
*
```

---

Calculated values (eV/A) of max |F| for the records, taken in order: 0.74 9.61 3.11 0.56 1.97 0.88 4.94.